A structure of composition C9H19Br8Na3O in a non-equilibrium geometry. Source: the Open Molecules 2025 dataset; level of theory: ωB97M-V/def2-TZVPD.

Total charge = +2
HOMO-LUMO gap = 5.30 eV
Energy relative to the best compared isomer or geometry (same formula, charge and spin) = 790.70 kJ/mol

Element x y z (Å)
Na  -1.05547  3.67282  -0.28319
Na  -2.58345  2.05397  1.01703
Na  -0.28046  2.44203  1.86621
C  -0.66636  0.66828  -0.15426
O  -0.86790  1.96406  0.35776
H  0.14203  0.56492  -0.87810
H  -0.43388  -0.00948  0.66714
H  -1.67342  0.33277  -0.40194
Br  -0.61688  1.99738  -3.31105
C  -2.11840  0.69671  -3.01594
C  -3.22905  1.36569  -2.26705
Br  -4.76739  0.21490  -1.72262
H  -1.69766  -0.18724  -2.53665
H  -2.49991  0.34949  -3.97614
H  -3.58260  2.35590  -2.55445
H  -2.74082  1.49719  -1.30142
Br  2.91144  -0.96615  2.96026
C  1.08314  -0.78032  3.77208
C  -0.00257  -1.11142  2.72586
Br  -1.89646  -0.85360  3.39580
H  1.02153  0.25583  4.10480
H  1.04171  -1.42184  4.65233
H  0.09178  -2.14538  2.39400
H  0.22666  -0.56717  1.80970
Br  2.37133  -1.57033  0.13029
C  3.02957  0.26703  0.61701
C  1.86417  1.26583  0.62922
Br  2.76727  2.93438  0.94939
H  3.81151  0.65341  -0.03674
H  3.42851  0.16299  1.62603
H  1.21744  1.04327  1.47793
H  1.23348  1.48950  -0.23119
Br  -0.07177  -1.11640  -3.50993
C  0.59812  -1.54711  -1.72366
C  0.64844  -3.05551  -1.43263
Br  0.26934  -3.47916  0.51854
H  -0.07797  -1.02064  -1.05000
H  1.61718  -1.22067  -1.51618
H  1.56075  -3.53698  -1.78474
H  -0.07294  -3.65915  -1.98337

A structure of composition C9H19BrCl2F2GaO3 in a non-equilibrium geometry. Source: the Open Molecules 2025 dataset; level of theory: ωB97M-V/def2-TZVPD.

Total charge = -1
HOMO-LUMO gap = 8.99 eV

Element x y z (Å)
C  -0.74980  2.40391  -4.41149
C  -0.99376  2.33749  -2.89764
Cl  -0.03987  3.56476  -1.98653
C  -0.81500  0.89494  -2.40078
Cl  -2.28532  0.40720  -1.44859
Ga  0.83514  0.55662  -1.25868
F  0.72570  1.30929  0.41138
Br  0.93144  -1.84755  -0.85276
C  2.60496  1.05078  -2.11606
C  2.86870  0.27384  -3.36832
O  2.07438  -0.33060  -3.92642
F  4.13639  0.26863  -3.84335
H  0.02496  1.68361  -4.68184
H  -1.65260  2.11999  -4.95594
H  -0.50819  3.41493  -4.73469
H  -2.03931  2.59025  -2.74212
H  -0.76157  0.24693  -3.27305
H  2.65389  2.12527  -2.29782
H  3.40484  0.77416  -1.42062
C  2.07184  -3.09927  2.78300
C  2.37376  -2.07431  3.85999
O  2.78378  -0.83736  3.28757
H  2.94918  -3.26348  2.15636
H  1.76734  -4.05350  3.22073
H  1.27432  -2.74213  2.13023
H  3.18564  -2.41726  4.50272
H  1.48913  -1.90207  4.48484
H  2.06895  -0.51725  2.72141
C  -3.00724  0.44765  2.86691
C  -3.46987  -0.98879  2.72250
O  -4.53264  -1.08679  1.77666
H  -3.83436  1.08512  3.18614
H  -2.19842  0.53029  3.59517
H  -2.65419  0.83486  1.90844
H  -3.84357  -1.37036  3.67323
H  -2.64412  -1.62848  2.39495
H  -4.19451  -0.76132  0.93447

A cluster of 3 separate species, C9H19ClN3O in total in a non-equilibrium geometry. Source: the Open Molecules 2025 dataset; level of theory: ωB97M-V/def2-TZVPD.

Expectation value of S² = 0.75
Total charge = +2
HOMO-LUMO gap (spin up / spin down) = 9.80 / 5.21 eV
2S+1 = 2
Energy relative to the best compared isomer or geometry (same formula, charge and spin) = 53.90 kJ/mol

Element x y z (Å)
C  -14.42061  -7.80178  -7.83548
C  -13.21058  -8.48598  -8.55382
O  -13.19715  -8.76479  -9.75637
N  -11.91976  -8.79386  -7.72152
H  -11.26407  -8.03157  -7.81678
H  -12.17050  -8.91747  -6.75098
C  -11.23561  -10.00713  -8.30478
H  -15.44392  -8.05573  -8.11198
H  -14.35656  -6.71369  -7.84219
H  -14.37922  -7.97829  -6.76066
H  -11.37274  -10.10614  -9.38158
H  -11.53367  -10.82877  -7.65349
H  -10.16869  -9.82894  -8.17050
C  -13.01791  -4.63013  -6.39493
C  -12.37941  -3.91632  -7.59120
N  -13.06305  -4.15972  -8.88094
C  -14.37510  -3.78391  -9.26328
C  -14.56368  -4.28925  -10.56074
N  -13.43762  -4.99163  -10.98368
C  -12.54485  -4.96695  -9.92342
C  -13.35853  -5.77892  -12.18057
H  -14.08904  -4.46036  -6.28559
H  -12.46055  -4.43339  -5.47909
H  -12.82705  -5.69562  -6.52295
H  -11.29510  -4.00959  -7.65186
H  -12.41962  -2.83563  -7.45486
H  -15.00591  -3.07328  -8.74997
H  -15.34179  -4.13974  -11.29463
H  -11.53217  -5.34230  -9.92034
H  -12.58801  -6.54093  -12.06342
H  -13.21973  -5.17430  -13.07682
H  -14.29139  -6.33784  -12.25461
Cl  -9.65351  -6.57838  -7.96916

A structure of composition C9H19F6HgNO10S5 in a non-equilibrium geometry. Source: the Open Molecules 2025 dataset; level of theory: ωB97M-V/def2-TZVPD.

Total charge = 0
HOMO-LUMO gap = 8.59 eV
Energy relative to the best compared isomer or geometry (same formula, charge and spin) = 75.54 kJ/mol

Element x y z (Å)
Hg  -0.27180  -0.92150  0.28469
O  1.12530  -4.69054  -0.21221
C  0.68258  -3.52834  0.28962
O  -0.44102  -3.39994  0.79621
O  1.51686  -2.53228  0.20220
H  2.04968  -4.49764  -0.42761
C  -3.32276  0.47267  -2.02679
F  -3.85196  0.03715  -3.17336
F  -2.14312  1.01348  -2.26142
F  -4.18813  1.33200  -1.50739
S  -3.23837  -1.00303  -0.91003
O  -4.58616  -1.44941  -0.71255
O  -2.34781  -1.95874  -1.51627
N  -2.45799  -0.37029  0.53047
S  -3.62975  -0.25918  1.67176
O  -4.79245  0.51918  1.29944
O  -3.89193  -1.49549  2.37170
C  -2.76874  0.86535  2.92565
F  -3.64485  1.50547  3.64553
F  -2.01305  0.10474  3.69388
F  -1.99032  1.77199  2.33015
C  0.87089  -1.87377  -4.43570
S  0.80320  -0.63702  -3.11160
O  0.17231  -1.24686  -1.89607
C  2.59039  -0.58627  -2.81059
H  1.47531  -2.74142  -4.15588
H  1.21827  -1.47394  -5.38257
H  -0.13809  -2.29053  -4.46876
H  2.81649  0.16002  -2.05108
H  3.09501  -0.40081  -3.75488
H  2.83523  -1.55352  -2.36636
C  1.75388  3.59554  -1.11812
S  0.28417  2.52452  -0.92412
O  0.68668  1.28181  -0.17317
C  -0.49573  3.56172  0.36604
H  1.41854  4.62727  -1.18849
H  2.29575  3.36200  -2.03353
H  2.39530  3.44914  -0.24970
H  -1.57460  3.43880  0.24680
H  -0.29355  4.62385  0.24671
H  -0.27486  3.23190  1.37887
C  2.86413  0.16413  1.92095
S  1.35815  0.46066  2.95990
O  0.25735  -0.40809  2.36704
C  2.01956  -0.57413  4.31160
H  3.76936  0.59443  2.34496
H  2.63900  0.57066  0.93819
H  2.98059  -0.91716  1.87740
H  1.25419  -0.74135  5.07560
H  2.90364  -0.09928  4.73135
H  2.22527  -1.61795  4.06157

A cluster of 2 separate species, C9H19FNO in total in a non-equilibrium geometry. Source: the Open Molecules 2025 dataset; level of theory: ωB97M-V/def2-TZVPD.

Total charge = +1
HOMO-LUMO gap = 9.98 eV
Energy relative to the best compared isomer or geometry (same formula, charge and spin) = 193.49 kJ/mol

Element x y z (Å)
C  2.67623  -1.42572  1.22689
C  1.98550  -1.79166  0.16784
C  2.94183  0.41754  2.83618
C  -0.06681  0.09226  -2.96581
C  0.53159  1.48216  -1.00530
C  2.06724  -0.81525  2.48260
C  -2.74091  0.45844  -1.36310
C  -3.59495  -0.07998  -0.17324
C  -0.18643  0.52532  -1.57169
N  -1.35880  0.02812  -0.85985
O  -3.04439  0.40076  1.08049
F  0.59737  -1.71800  0.07141
H  3.69917  -1.61965  1.01671
H  2.63276  0.71970  3.74905
H  3.87272  0.06767  2.86355
H  2.67920  1.14772  2.13857
H  -0.87571  0.41107  -3.52760
H  0.63534  0.64255  -3.42380
H  0.21160  -0.90625  -2.99735
H  1.44620  1.79253  -1.41733
H  0.33567  1.99548  -0.15171
H  2.49628  -2.18413  -0.58183
H  2.20745  -1.47651  3.29470
H  1.15260  -0.47749  2.28376
H  -2.72341  1.46743  -1.38660
H  -3.19343  0.03798  -2.20099
H  -4.63505  0.24353  -0.49107
H  -3.58835  -1.26629  -0.15651
H  -1.36138  0.08125  0.22566
H  -1.30991  -1.03344  -0.80269
H  -3.42747  0.16948  1.89596

A structure of composition C9H19IN8O2Y. Source: the Open Molecules 2025 dataset; level of theory: ωB97M-V/def2-TZVPD.

Total charge = +3
HOMO-LUMO gap = 6.60 eV
Energy relative to the best compared isomer or geometry (same formula, charge and spin) = 23.93 kJ/mol

Element x y z (Å)
Y  -0.18142  -0.05313  -0.41428
N  -2.64202  -1.30753  -0.08362
N  -2.49919  -2.62834  0.41314
C  -1.27168  -3.15163  0.59326
N  -1.09784  -4.34173  1.10673
N  -0.30664  -2.29716  0.18398
N  1.00915  -2.46691  0.42504
O  1.61273  -1.38770  0.09503
O  1.53498  -3.42859  0.86188
H  -3.26106  -0.81274  0.55901
H  -3.14545  -1.36450  -0.97015
H  -3.33549  -3.17653  0.57052
H  -1.87517  -4.90300  1.43170
H  -0.17005  -4.73747  1.19049
N  -0.17475  -0.35960  -2.85716
C  1.18879  0.01165  -3.39942
C  1.42148  1.51383  -3.42023
C  1.62564  2.17667  -2.06858
N  0.36691  2.17632  -1.23682
H  -0.34049  -1.33265  -3.11792
H  -0.86334  0.15664  -3.40574
H  1.28327  -0.38732  -4.40830
H  1.94521  -0.48950  -2.78714
H  0.61864  2.01536  -3.97253
H  2.32464  1.69010  -4.00697
H  1.96156  3.20336  -2.20624
H  2.40672  1.65948  -1.50179
H  -0.35265  2.64706  -1.78762
H  0.51694  2.80870  -0.44951
I  3.29078  1.98604  4.04147
C  1.33817  1.75331  3.40482
C  0.25482  2.22266  4.14803
C  -1.03514  2.04287  3.66915
C  -1.22059  1.40063  2.46285
N  -0.18955  0.93286  1.73286
C  1.06348  1.11488  2.20805
H  0.41972  2.72695  5.09196
H  -1.88835  2.40389  4.22660
H  -2.21834  1.26309  2.06231
H  1.88556  0.71969  1.61515

The ion C9H19N2 with charge +1 in a non-equilibrium geometry. Source: the Open Molecules 2025 dataset; level of theory: ωB97M-V/def2-TZVPD.

Total charge = +1
HOMO-LUMO gap = 8.23 eV
Energy relative to the best compared isomer or geometry (same formula, charge and spin) = 454.17 kJ/mol

Element x y z (Å)
C  1.36710  0.94081  1.33576
C  0.85812  1.98001  0.33649
C  0.48476  -1.12438  0.12928
C  0.51630  -0.36244  1.44478
C  -0.98636  -0.42194  -1.71429
C  1.05118  1.39558  -1.05080
C  0.93551  -1.23959  2.63901
C  -2.33216  -0.30507  -2.32667
C  -1.95218  -1.46106  0.17757
N  1.81298  2.14195  -1.85820
N  -0.81373  -0.88584  -0.51073
H  2.49700  0.85050  1.19969
H  1.06681  1.34274  2.38236
H  -0.22377  2.15502  0.42356
H  1.43361  2.94259  0.43601
H  1.27743  -0.68900  -0.58302
H  0.59919  -2.22484  0.28160
H  -0.58801  0.09693  1.67221
H  -0.10047  -0.01121  -2.18140
H  2.09644  -1.17082  2.64996
H  0.76382  -2.29390  2.45989
H  0.63266  -0.98253  3.54220
H  -2.16553  0.08719  -3.47898
H  -2.95124  0.40205  -1.76541
H  -2.74085  -1.30237  -2.54904
H  -1.76022  -1.22855  1.16412
H  -2.95189  -0.98102  -0.00291
H  -1.96859  -2.48992  -0.17426
H  2.03907  3.03073  -1.37210
H  2.10301  1.80837  -2.70667